C19H31NO2 | ωB97M-V with the def2-TZVPD basis set

Its SMILES is Cc1cccc(C(C)(C)C)c1OCCOCCN1CCCC1. The frontier orbital gap is 9.03 eV. The max |F| comes out at 0.7 eV/Å. As for the energy: -25790.3566 eV. Its net charge is 0. The relative energy (zero: lowest compared OMol25 entry of this formula, charge and spin) is 180.7 kJ/mol.

The geometry in XYZ format:
```
53
Properties=species:S:1:pos:R:3:forces:R:3:lowdin_charge:R:1
C -1.18172 -3.52597 0.56611 0.155 0.001 -0.028 -0.031
H 0.43079 3.13992 -1.17437 0.024 0.109 0.169 0.101
H -0.40527 -2.65681 3.20011 -0.046 -0.127 0.010 0.104
C -1.42411 0.90121 0.17525 -0.367 0.248 0.012 -0.182
C 1.74472 0.08623 1.60876 0.112 -0.007 -0.167 -0.210
C -2.27636 1.86705 -0.65858 0.239 -0.322 0.195 -0.172
H -3.20657 3.71983 -2.25117 -0.005 -0.005 -0.022 0.122
H 3.25533 0.73243 0.22469 0.031 0.067 -0.044 0.084
H 0.29522 -4.53532 2.67158 -0.037 -0.006 0.114 0.070
H -0.69117 3.67060 -3.98544 -0.002 -0.018 -0.076 0.111
H -1.26540 5.56017 -1.67204 0.021 0.021 -0.007 0.108
H 2.10402 -3.49622 -0.47971 0.107 -0.004 -0.081 0.092
H -3.05319 1.28406 -1.16056 -0.040 -0.001 0.096 0.129
H 1.59150 1.07444 3.49384 0.048 0.086 0.050 0.111
C -2.34072 3.19538 -2.69084 0.006 -0.020 -0.178 -0.202
H -1.96446 0.64452 1.09020 0.091 0.132 -0.008 0.133
C 0.80941 -4.54894 1.71551 -0.066 0.128 -0.084 -0.049
H 2.17992 2.03331 0.77278 0.014 0.055 -0.082 0.074
C -0.57860 3.56514 -1.16768 0.336 -0.030 0.122 -0.180
C 0.19685 -1.89339 2.73361 0.005 0.071 -0.008 -0.041
C 0.64671 -2.07999 1.42826 0.156 0.062 -0.100 -0.093
H 0.62371 -5.51626 1.25286 -0.027 -0.104 -0.058 0.082
H 0.09918 -0.64562 4.46619 -0.020 -0.014 0.091 0.101
H 0.31139 5.17014 -2.36689 0.008 0.071 0.043 0.105
N -1.51501 2.56136 -1.67403 -0.202 0.184 -0.070 -0.190
O 1.72509 -1.05820 -0.49562 0.064 -0.150 0.466 -0.079
H 3.40587 1.39286 1.85555 0.033 0.042 0.002 0.083
O -1.19987 -0.34165 -0.44649 0.021 -0.105 -0.088 -0.145
C 1.03424 -3.66521 -0.56411 -0.070 0.007 0.063 -0.045
C -1.39372 4.19522 -3.33802 -0.153 -0.021 0.085 -0.175
H -1.53485 -2.66841 -0.00062 -0.083 0.047 -0.067 0.072
C -0.66820 4.76521 -2.12083 0.007 -0.075 -0.024 -0.166
H -1.91455 4.95466 -3.91743 0.012 0.007 -0.069 0.107
C 1.35061 -1.02017 0.83959 0.010 0.134 0.278 -0.165
H 0.87036 -4.69750 -0.87196 -0.048 -0.105 0.030 0.085
C 1.29573 0.21208 2.91309 -0.083 -0.065 -0.061 -0.057
H -0.72022 0.42977 -2.30769 0.095 -0.136 0.001 0.116
H -1.70908 -3.54220 1.51660 -0.094 0.001 0.115 0.080
H -2.71148 2.44032 -3.38772 -0.093 0.049 0.002 0.119
C 1.11055 -0.09754 -1.32991 -0.633 0.166 -0.206 -0.149
C -0.38443 -0.33708 -1.59947 0.374 -0.161 -0.191 -0.164
H -2.77200 2.57567 0.03191 -0.004 -0.003 -0.063 0.125
H 1.23428 0.91442 -0.93335 0.120 -0.021 -0.015 0.091
H -0.48105 1.38036 0.46226 0.004 0.001 0.057 0.108
H -0.81859 3.85745 -0.13634 0.032 -0.028 -0.017 0.118
H 0.64406 -3.01766 -1.34011 0.036 0.012 -0.110 0.066
C 0.48143 -0.75701 3.46213 -0.018 0.050 0.109 -0.078
H -1.42567 -4.43736 0.02367 -0.042 -0.144 -0.047 0.085
C 2.69791 1.12057 1.07405 -0.011 -0.045 -0.044 -0.037
H -0.52861 -1.32685 -2.03952 0.064 0.074 -0.045 0.119
H 1.87753 -4.45591 1.90126 0.120 -0.029 0.039 0.092
C 0.33575 -3.42503 0.77643 -0.120 -0.192 -0.131 -0.524
H 1.64397 -0.16567 -2.28217 -0.079 0.112 0.045 0.139
```
Forces are in eV/Å.

C15H14ClN3O2 | ωB97M-V with the def2-TZVPD basis set

Its SMILES is CO[C@@H]1C(c2ccc(C#N)c(Cl)c2C)=NN2CC(=O)C[C@@H]12. The frontier orbital gap is 8.38 eV. The max |F| comes out at 6.7 eV/Å. As for the energy: -36865.4462 eV. Its net charge is 0. The relative energy (zero: lowest compared OMol25 entry of this formula, charge and spin) is 560.2 kJ/mol.

The geometry in XYZ format:
```
35
Properties=species:S:1:pos:R:3:forces:R:3:lowdin_charge:R:1
C -3.69129 0.93333 -0.96722 0.655 2.806 1.185 -0.271
N -5.80696 1.42404 -2.31514 -0.321 0.104 -0.240 0.179
O 1.32864 0.16482 -0.54284 -1.000 0.422 2.175 -0.150
H 2.45084 0.28359 -2.25853 -0.459 0.400 -0.500 0.076
H -0.83408 -2.37408 0.32744 1.227 -0.055 1.581 0.048
H 1.14850 -1.44690 0.68088 -0.193 -0.275 0.116 0.147
H 3.98144 -0.22921 2.67279 -0.832 -1.106 0.007 0.151
C 2.61797 -1.56096 3.82720 4.637 -1.267 4.697 -0.277
H 3.35476 0.43331 -0.75790 0.343 0.136 -0.045 0.078
N -0.37759 -0.11845 2.78959 -0.197 -0.145 -4.673 0.184
C -4.84954 1.21179 -1.72372 -0.376 0.746 -0.325 -0.227
Cl -4.15263 -1.67501 -1.74363 0.105 1.249 0.678 0.690
C -2.17218 -0.79111 -0.10978 -0.925 3.346 0.919 -0.140
C -1.82562 1.59306 0.56949 -2.154 0.860 -1.163 -0.013
H 2.24267 0.92252 2.09711 -0.415 0.811 0.159 0.155
C -1.73131 -2.21266 -0.18322 -0.898 0.887 1.727 -0.071
C 1.90361 -0.10504 2.09820 -0.210 0.986 -0.331 -0.249
C -0.30084 -0.06067 1.46500 -1.053 0.350 1.072 -0.168
H 3.36039 -1.74374 1.85462 -0.025 0.465 -0.088 0.137
C 1.20169 -1.30020 4.17678 -0.174 1.571 -0.772 -0.060
H -2.47749 -2.91329 0.17838 -0.093 -0.048 -0.168 0.090
C -2.91051 1.92667 -0.29851 0.692 0.078 0.568 0.021
C -3.36590 -0.35301 -0.80033 3.174 -4.713 0.256 -0.480
H -1.40348 -2.43972 -1.12635 0.028 -0.680 -2.868 0.057
N 0.87459 -0.33147 3.14217 2.223 -0.038 2.246 -0.160
H 1.20764 -0.81370 5.14680 0.026 -0.084 0.363 0.133
C 3.08693 -0.89748 2.50742 0.973 -1.335 0.937 -0.034
O 3.39885 -2.01478 4.73761 -2.712 1.332 -4.174 0.034
H 2.81507 -1.16900 -1.31905 -0.434 0.794 0.166 0.101
H -3.06015 3.00030 -0.43676 -0.554 -0.484 -0.136 0.118
C 2.53695 -0.07686 -1.25701 0.441 -1.525 1.756 -0.098
C 1.10542 -0.36398 0.86060 -0.477 -1.302 -2.173 -0.139
H -1.30121 2.35421 1.17433 -0.356 -0.432 -0.681 0.132
H 0.52093 -2.13252 4.24087 -0.100 -0.598 -0.324 0.130
C -1.48542 0.27811 0.67952 -0.567 -3.256 -1.948 -0.123
```
Forces are in eV/Å.

C6H15N | ωB97M-V with the def2-TZVPD basis set

The frontier orbital gap is 7.86 eV. The max |F| comes out at 5.8 eV/Å. As for the energy: -7949.3543 eV. Its net charge is 0. The relative energy (zero: lowest compared OMol25 entry of this formula, charge and spin) is 618.7 kJ/mol.

The geometry in XYZ format:
```
22
Properties=species:S:1:pos:R:3:forces:R:3:lowdin_charge:R:1
C 0.82141 -1.11489 0.69879 5.661 0.821 -0.993 -0.290
C -3.47767 1.18417 -0.26766 2.246 -1.459 0.750 -0.067
C 1.10146 0.18486 -0.21876 -0.763 -1.220 -0.653 -0.413
H 1.89245 -1.18007 1.37732 -3.217 -0.054 -1.102 0.218
H 2.77720 1.51092 -0.64829 -0.057 0.207 -0.189 0.076
H -2.62163 0.41843 -0.34664 -0.261 1.675 0.609 0.008
C 2.49203 0.71562 0.03005 -0.432 0.449 0.429 -0.106
H 2.45419 1.13144 1.04735 0.591 -0.128 -0.153 0.083
H 1.65098 -0.88104 -2.01663 1.008 0.107 -0.660 0.060
H -0.49073 -1.84936 2.44283 0.627 1.137 -0.882 0.120
H -0.35896 0.03989 2.07253 0.230 -1.045 -0.130 0.123
H 0.01313 -1.05024 -1.65397 0.521 1.200 -0.110 0.069
H 0.38348 0.99801 0.00262 0.079 -0.742 0.274 0.130
H -3.73270 1.13388 -1.32689 -1.300 0.456 0.479 0.011
C 0.83571 -0.27684 -1.68212 -1.431 -1.046 1.135 -0.088
H -4.02225 0.71291 0.56062 -1.009 0.034 -0.985 0.011
N -0.89509 -1.19386 0.38465 0.097 -0.517 2.831 0.058
H 0.98119 -2.09330 0.15623 -0.461 1.067 0.313 0.140
C -0.32978 -1.01747 1.66825 -3.343 -0.023 -0.141 -0.306
H -3.21697 2.18422 0.14304 0.330 -0.677 -0.849 0.020
H 3.22442 -0.06851 -0.06389 0.447 -0.311 0.131 0.070
H 0.51814 0.51124 -2.35942 0.438 0.070 -0.105 0.072
```
Forces are in eV/Å.